Entry 1:
C4H11N2O4P | ωB97M-V/def2-TZVPD

Last column: Mulliken charge in e.
Cartesian coordinates (Å):
C 2.25179 -0.67100 -0.06865  0.729
C 3.33667 -1.03962 0.97160  -1.077
C -0.96033 2.60123 -0.00683  -0.591
C -3.01075 -1.60120 -0.37997  -0.611
N 1.01311 -1.36307 0.00583  -0.074
N -0.13800 -0.88632 -0.71002  -0.602
O 2.50206 0.00195 -1.04174  -0.592
O -0.66695 0.12997 2.03101  -0.644
O -1.77885 1.47166 0.05914  -0.272
O -2.63393 -0.72473 0.67590  -0.344
P -1.24941 0.05525 0.69257  1.017
H 2.98989 -0.54248 1.88878  0.271
H 3.36035 -2.16793 1.15883  0.287
H 4.27751 -0.63352 0.75078  0.345
H -1.32100 3.50655 -0.68935  0.227
H -0.01283 2.36660 -0.50908  0.266
H -0.85052 3.08076 1.03230  0.260
H -3.84214 -2.27629 -0.01509  0.228
H -2.24252 -2.39104 -0.53297  0.292
H -3.19665 -0.94375 -1.23202  0.291
H 0.78529 -1.97299 0.82851  0.266
H 0.18707 -0.07628 -1.34692  0.331

Properties
- SMILES string = COP(=O)(NNC(C)=O)OC
- E_LUMO (eV) = 0.67
- charge = 0
- E_tot (eV) = -24785.3112
- gap between HOMO and LUMO (eV) = 9.747

---

Entry 2:
C8H13N | ωB97M-V/def2-TZVPD

Last column: Mulliken charge in e.
Cartesian coordinates (Å):
C -1.18693 -1.60545 -0.55371  -1.253
C -0.60156 -0.58688 0.28359  1.157
C -1.41789 0.04415 1.44144  -0.972
C -0.73365 1.36647 1.06234  -0.433
C 0.63751 1.13652 -0.84489  -0.255
C 1.55947 0.02847 -1.47202  -0.584
C 1.62488 0.12833 -0.09000  -0.575
C 0.76659 -1.01878 0.46294  -0.836
H -0.31018 -2.29079 -1.21873  0.256
H -1.65397 -2.18831 0.37492  0.314
H -1.98418 -1.10813 -1.28735  0.261
H -2.50066 -0.11065 1.04102  0.393
H -0.97214 -0.30553 2.25361  0.497
H -1.42717 2.32489 1.36545  0.303
H 0.23041 1.36493 1.62836  0.230
H 0.98892 2.20617 -1.18035  0.283
H 2.34033 0.51944 -1.83600  0.404
H 1.36350 -1.05798 -2.10861  0.177
H 2.51741 0.44786 0.12531  0.600
H 0.96239 -2.01545 -0.25999  0.263
H 0.76513 -1.13734 1.72494  0.202
N -0.60148 0.91342 -0.33725  -0.431

Properties
- SMILES string = C[C@]12CCN1[C@@H]1C[C@@H]1C2
- E_LUMO (eV) = 1.05
- energy relative to the best compared isomer or geometry (same formula, charge and spin) (kJ/mol) = 746.3
- charge = 0
- E_tot (eV) = -9989.1061
- gap between HOMO and LUMO (eV) = 9.291